# 1
10 unconnected molecules or ions with the total composition C40H105N5O15. Source: the OMol25 dataset; level of theory: wB97M-V/def2-TZVPD.

ORCA input file:
```
! wB97M-V def2-TZVPD RIJCOSX def2/J DEFGRID3
* xyz 0 1
O 0.03 0.05 7.15
H 1.11 5.46 10.54
H 3.61 -12.61 -2.62
C -6.26 -3.43 -2.42
H -10.49 -3.96 -0.98
H -11.05 -4.76 -2.44
H -8.84 -6.06 -2.65
H -0.61 3.14 -4.96
H 0.84 3.01 10.89
H -0.94 2.54 -6.48
H 4.56 -11.58 -3.71
H -1.41 1.36 9.87
O -10.74 -5.95 -0.70
H -9.00 -4.51 -3.12
H -8.09 -4.14 -0.54
C -6.06 -0.98 -2.34
H 3.03 -2.57 -4.72
H -1.79 -8.26 -3.23
C 4.89 9.73 4.75
C -0.03 -0.34 8.50
H -4.34 5.39 -6.94
H 1.37 -12.97 -4.88
H 1.49 13.32 5.82
H 9.01 -1.52 0.68
H 1.09 7.23 4.29
H -2.05 3.77 9.77
H 5.46 2.26 -7.44
C -3.15 3.58 -7.06
H 0.35 0.38 -1.09
H -2.44 -6.24 3.43
H 6.45 1.04 1.22
H -2.47 -5.11 2.14
H 3.83 -13.03 -4.33
H -10.88 -7.12 -2.37
H -3.86 -5.27 3.38
H 6.81 2.78 -5.49
H -10.77 -8.06 -0.84
H 1.07 13.22 7.59
O -5.22 3.94 -8.30
C -0.10 4.54 -6.44
H 1.34 -12.82 -3.17
H 7.26 -1.70 1.12
H 2.87 -4.22 -4.26
H 0.99 0.18 10.37
C 2.18 7.21 4.21
H 3.31 9.17 7.10
H -1.21 -10.75 -2.98
H 1.48 -3.39 -4.91
H -0.91 -4.35 3.73
C 3.08 -3.89 -6.42
H 2.27 14.31 7.01
H 0.16 -8.85 -4.46
C 0.15 -9.12 -3.40
H -6.05 5.67 -8.98
C 0.56 0.63 9.47
H 5.36 11.09 6.24
O 2.56 -11.44 -3.98
O 2.84 8.48 4.40
H 4.32 10.48 4.21
C -1.01 3.47 -5.92
O -0.35 -6.86 -2.38
H -4.99 -0.80 -2.21
N 5.04 10.13 6.19
H -6.79 4.22 -9.51
H -0.13 -10.88 -5.29
H -2.09 -4.43 5.07
H 8.41 -1.18 2.30
C 2.40 0.04 -0.18
N -0.26 -10.51 -3.22
H 1.84 0.91 7.00
H 1.73 -7.26 -1.85
H 2.81 -0.72 0.48
C -6.34 4.68 -8.63
H 3.10 0.05 -1.02
O 7.32 1.16 1.60
C 8.17 -1.11 1.24
H 0.39 6.66 11.53
H 0.96 7.33 -5.03
C -1.22 3.88 10.46
H -0.85 -12.06 -4.33
H 5.92 9.69 4.39
C 0.02 -11.40 -4.34
H -2.54 3.92 -7.89
H -3.39 2.55 -7.32
C 4.27 8.38 4.50
O -0.85 5.20 10.70
C 8.23 0.39 0.89
H 1.78 10.90 7.07
H -6.46 -0.82 -3.34
C -10.37 -4.85 -1.59
H -5.17 -3.37 -2.51
H 1.03 -1.16 -1.39
H 7.96 0.55 -0.15
C 1.86 13.32 6.84
C 0.79 6.71 -5.91
C 2.56 -3.50 -5.02
H 2.53 6.46 4.93
C 3.67 -12.20 -3.64
H -1.02 -0.60 8.85
C 0.94 -0.40 -0.61
H 4.06 -2.33 -7.06
H -6.62 -3.50 -3.44
H -12.18 -7.01 -1.37
H 5.95 0.22 -8.45
H -1.14 -8.60 -1.73
N -7.91 -4.84 -1.24
H 0.52 3.24 9.23
C 1.36 -12.23 -4.08
H 0.35 7.40 -6.64
H 1.77 6.33 -6.20
H -1.74 -2.33 3.95
C 0.79 -6.90 -1.44
C -2.79 -5.24 3.17
H 6.33 1.16 -5.03
H -6.60 -0.30 -1.69
H -5.85 -4.61 -0.87
H 7.12 2.10 -7.77
C -6.50 -4.76 -1.74
C 6.86 1.73 -5.79
H 0.47 5.19 12.31
O 6.24 0.30 -7.53
N -2.43 3.67 -5.84
H 0.66 -7.57 -0.59
C 3.79 10.14 6.98
H 0.50 -1.29 8.52
O -6.66 -2.18 -1.79
H 9.28 0.65 1.06
C 6.33 1.65 -7.17
H -6.19 -5.67 -2.27
H 7.91 1.41 -5.85
C 0.03 2.99 10.17
C -1.96 -4.24 4.00
C 0.35 5.59 11.30
C 1.24 0.19 6.44
C 2.72 11.13 6.57
O 2.95 12.43 7.13
H 4.67 7.73 5.28
H 0.34 -0.90 0.14
N -0.43 1.58 9.99
O 3.22 -2.77 -7.22
H 1.73 -0.78 6.43
H -0.50 4.96 -7.36
H 3.96 -4.51 -6.22
H 0.93 4.20 -6.56
H 1.46 1.05 9.03
H 4.05 10.42 8.00
H 0.98 0.53 5.43
C -11.10 -7.14 -1.31
H 2.47 6.81 3.24
H -5.24 3.95 -6.25
H -7.15 4.73 -7.90
H 1.16 -8.97 -3.00
H 2.43 -4.55 -6.99
C -8.96 -5.08 -2.18
H -1.54 3.61 11.47
O 2.23 1.29 0.32
H 2.56 11.00 5.50
O -2.29 -2.96 3.49
H 1.63 1.70 -0.30
H 4.68 8.12 3.53
O -0.16 5.69 -5.57
C -4.58 4.33 -7.04
H 0.86 -5.91 -0.97
H -2.45 4.64 -5.55
C -0.86 -8.16 -2.68
*
```

Output
Electronic energy, a.u.: -2988.831876
HOMO level, eV: -8.181
LUMO energy, eV: 0.17
Energy relative to the best compared isomer or geometry (same formula, charge and spin), kJ/mol: 665.8
Orbital gap, eV: 8.351

# 2
A molecular structure, C15H17N3O3RhS3Se. Source: the OMol25 dataset; level of theory: wB97M-V/def2-TZVPD.

ORCA input file:
```
! wB97M-V def2-TZVPD RIJCOSX def2/J DEFGRID3
* xyz 1 1
H 0.01 -0.20 1.81
C 0.25 4.45 1.65
H 3.45 -0.82 -4.30
N 0.42 -0.02 -1.62
H 1.24 -1.40 2.23
O -1.76 1.15 -1.20
Rh -1.44 -0.62 -1.98
H -1.36 -4.02 3.23
Se -3.18 -0.92 -3.65
C -0.73 -1.94 3.00
H 5.05 -0.52 -2.49
C 3.42 -1.54 -3.48
H -3.06 2.25 -0.64
C -0.82 -3.58 1.19
O -3.23 3.03 -0.09
H -1.76 -1.59 2.86
H 3.86 -2.48 -3.81
N 0.48 1.05 -0.74
C 0.32 3.34 0.84
C -2.06 3.44 0.45
C -0.98 5.06 1.86
C 0.19 -1.26 1.99
H -0.37 -4.46 0.74
C -0.82 2.81 0.23
H -3.09 5.03 1.42
C -0.68 1.62 -0.61
H -1.87 -3.52 0.90
C -2.12 4.57 1.27
H -0.43 -1.70 4.02
H 4.30 -1.80 -1.52
H -1.05 5.94 2.50
O -1.37 -1.38 -0.14
S 1.69 -1.88 -3.04
S 3.04 0.25 -1.48
S -0.09 -2.10 0.42
N -1.21 -2.91 -2.77
C -0.62 -3.43 2.70
H 0.36 -3.80 2.99
C 1.56 -0.50 -2.00
C 4.11 -1.00 -2.24
C -2.07 -2.34 -3.31
H 1.15 4.85 2.12
H 1.27 2.86 0.66
*
```

Output
Electronic energy, a.u.: -4678.050016
HOMO level (alpha / beta), eV: -10.847 / -10.847
LUMO energy (alpha / beta), eV: -4.93 / -4.93
Orbital gap (alpha / beta), eV: 5.918 / 5.920

# 3
A single C12H10S2 molecule. Source: the OMol25 dataset; level of theory: wB97M-V/def2-TZVPD.

ORCA input file:
```
! wB97M-V def2-TZVPD RIJCOSX def2/J DEFGRID3
* xyz 0 1
C 3.35 1.74 0.23
C -1.71 -0.44 0.46
H 0.70 0.97 -1.87
C 1.51 0.83 -1.04
C -2.51 1.78 0.78
H -2.75 -1.67 -0.92
C 1.85 -0.42 -0.55
C -2.70 -0.62 -0.50
H -2.39 2.73 1.30
C -3.48 1.64 -0.17
H 2.04 2.80 -1.17
H 4.03 2.55 0.62
H -0.66 1.04 1.73
C 2.88 -0.64 0.35
H -4.25 2.35 -0.56
H -4.46 0.23 -1.56
C -1.55 0.77 1.05
S -0.59 -1.67 0.92
H 4.42 0.39 1.36
C 3.62 0.49 0.69
S 0.63 -1.69 -0.80
C 2.35 1.85 -0.73
C -3.66 0.37 -0.80
H 3.06 -1.68 0.61
*
```

Output
Electronic energy, a.u.: -1259.613270
HOMO level, eV: -8.812
LUMO energy, eV: 0.14
Energy relative to the best compared isomer or geometry (same formula, charge and spin), kJ/mol: 42.1
Orbital gap, eV: 8.953

# 4
A gas-phase ion, C3H10NO2 (charge +1). Source: the OMol25 dataset; level of theory: wB97M-V/def2-TZVPD.

ORCA input file:
```
! wB97M-V def2-TZVPD RIJCOSX def2/J DEFGRID3
* xyz 1 1
H -2.63 -1.01 0.23
C 0.66 0.58 -0.28
O 0.59 1.68 0.51
H 2.39 -0.51 0.35
H -1.57 -0.28 1.33
C -1.64 -0.77 0.39
H -1.06 -0.16 -1.51
C 1.37 -0.66 0.36
O 1.05 0.82 -1.54
H 0.91 -0.79 1.27
N -0.97 0.11 -0.59
H 1.13 -1.56 -0.06
H 1.03 1.69 1.32
H -1.20 -1.86 0.49
H 1.34 1.68 -1.74
H -1.40 1.04 -0.54
*
```

Output
Electronic energy, a.u.: -325.259991
HOMO level, eV: -15.982
LUMO energy, eV: -3.13
Energy relative to the best compared isomer or geometry (same formula, charge and spin), kJ/mol: 151.1
Orbital gap, eV: 12.848

# 5
A molecular structure, C22H14F6N4O8SSbV. Source: the OMol25 dataset; level of theory: wB97M-V/def2-TZVPD.

ORCA input file:
```
! wB97M-V def2-TZVPD RIJCOSX def2/J DEFGRID3
* xyz 3 2
C -1.21 -2.61 1.18
O -1.72 -0.41 -0.47
C -4.69 1.24 0.98
N -1.56 2.48 3.60
C 3.05 -0.40 -2.99
C 5.00 0.81 -4.45
F -0.54 3.98 -0.10
H 4.21 2.67 -3.69
H 4.31 -1.43 0.30
C 3.49 -1.92 0.80
O -3.89 -0.91 -0.82
Sb -1.08 3.28 -1.75
H 4.75 -3.11 2.05
C 0.18 -3.93 2.63
C 1.08 -2.27 1.15
H 5.59 -1.18 -5.03
F -2.76 3.09 -0.95
O -0.53 1.84 3.49
C 2.16 -1.60 0.50
H -1.42 0.64 1.77
C 4.12 1.59 -3.69
C 1.31 -3.26 2.11
O -7.08 2.43 1.23
C 2.66 -3.53 2.44
C -4.91 2.18 1.96
H -1.95 -4.12 2.50
C -2.68 2.04 2.71
C 3.73 -2.87 1.79
H 3.82 -2.29 -3.73
H 2.42 1.60 -2.39
C -3.93 2.62 2.83
C -1.07 -3.61 2.14
O -6.47 3.50 3.02
F -1.27 1.46 -2.31
H 5.76 1.30 -5.04
C -2.41 1.07 1.77
O 1.90 -2.64 -2.14
N -6.30 2.77 2.08
C 4.90 -0.58 -4.45
O -1.77 3.41 4.32
H -2.19 -2.38 0.79
H -5.47 0.95 0.30
O 0.41 -0.67 -2.42
F 0.15 1.22 -0.12
V -0.11 -0.36 -0.74
N 1.68 -0.76 -0.47
F 0.73 3.15 -2.23
H -4.13 3.38 3.58
S 1.81 -1.23 -2.11
C 3.12 0.99 -2.95
F -1.62 4.09 -3.30
N -0.15 -1.93 0.71
C 3.92 -1.21 -3.72
H 0.30 -4.70 3.38
H 2.88 -4.27 3.21
C -3.41 0.68 0.89
C -3.13 -0.29 -0.18
*
```

Output
Electronic energy, a.u.: -3848.081341
HOMO level (alpha / beta), eV: -17.725 / -17.725
LUMO energy (alpha / beta), eV: -13.21 / -14.21
Energy relative to the best compared isomer or geometry (same formula, charge and spin), kJ/mol: 306.9
Orbital gap (alpha / beta), eV: 4.512 / 3.516
<S²>: 0.7757

# 6
10 unconnected molecules or ions with the total composition C5H28N3O9. Source: the OMol25 dataset; level of theory: wB97M-V/def2-TZVPD.

ORCA input file:
```
! wB97M-V def2-TZVPD RIJCOSX def2/J DEFGRID3
* xyz 2 2
H 3.98 -1.89 -2.25
O 0.80 0.46 3.53
O 3.64 -1.11 -2.69
H -0.21 -0.38 -2.75
H 0.17 0.12 0.25
H -0.08 -3.58 -3.14
O 1.53 -2.96 0.03
C 0.01 2.32 0.57
H 1.23 3.44 -1.72
N 1.73 2.15 -3.32
H -2.91 0.31 1.43
O 1.57 -2.15 2.64
H -0.32 3.19 0.04
H 0.97 0.00 4.37
O -3.26 3.45 0.40
H 2.44 -2.80 -0.24
H 1.10 2.27 0.99
H 0.94 -0.23 2.84
O -1.39 -0.90 2.89
H 1.74 -1.90 1.69
H -4.12 0.58 0.37
H -0.52 -2.43 -2.17
O 0.26 -2.92 -2.53
H -2.76 3.26 -0.42
H -1.28 0.74 -0.33
H -0.66 2.92 2.32
H -2.98 2.69 0.87
C 1.13 1.04 -3.70
O -0.97 -2.26 -0.04
C -0.22 1.05 -0.31
H -0.58 1.28 2.37
H -0.06 -2.19 0.38
C 0.44 1.25 -1.65
O -3.22 0.78 0.64
H 1.33 -3.05 2.42
C 1.12 2.40 -2.11
H -1.86 2.11 1.57
H 2.78 -1.28 -3.10
H 1.09 -3.01 -0.85
H -1.16 -3.20 0.04
N -0.87 2.07 1.77
H -1.32 -1.07 3.89
H -0.92 -1.60 2.43
N 0.21 0.56 -2.85
H 1.45 0.45 -4.57
*
```

Output
Electronic energy, a.u.: -1048.048958
HOMO level (alpha / beta), eV: -17.026 / -17.026
LUMO energy (alpha / beta), eV: -6.94 / -10.63
Energy relative to the best compared isomer or geometry (same formula, charge and spin), kJ/mol: 202.8
Orbital gap (alpha / beta), eV: 10.085 / 6.401
<S²>: 0.7596

# 7
2 unconnected molecules or ions with the total composition C4H14N. Source: the OMol25 dataset; level of theory: wB97M-V/def2-TZVPD.

ORCA input file:
```
! wB97M-V def2-TZVPD RIJCOSX def2/J DEFGRID3
* xyz 1 1
H -1.79 2.71 0.21
H -1.76 -0.14 0.58
H 2.08 -3.40 0.96
N -0.04 2.33 -0.93
H -0.54 2.59 -1.78
H -0.47 1.86 1.05
H 0.48 3.17 -0.64
C 1.36 -1.42 0.41
C 1.18 -2.90 0.63
C -1.66 0.59 -0.24
H -2.71 0.67 -0.54
H -1.09 -0.02 -0.93
H 0.34 -3.10 1.29
C -1.06 1.92 0.14
H 1.53 -0.95 1.37
H 0.48 -0.89 0.04
H 0.61 1.57 -1.12
H 0.86 -3.45 -0.26
H 2.19 -1.14 -0.23
*
```

Output
Electronic energy, a.u.: -215.283486
HOMO level, eV: -14.622
LUMO energy, eV: -3.83
Energy relative to the best compared isomer or geometry (same formula, charge and spin), kJ/mol: 66.7
Orbital gap, eV: 10.790

# 8
A molecular structure, C41H38BrN7O3Se2Sn. Source: the OMol25 dataset; level of theory: wB97M-V/def2-TZVPD.

ORCA input file:
```
! wB97M-V def2-TZVPD RIJCOSX def2/J DEFGRID3
* xyz -2 1
C -3.69 5.66 -0.07
H -4.86 4.11 -0.23
C 1.35 -1.33 -5.31
H 2.86 2.82 -2.45
H -3.68 6.11 -1.07
N 0.42 -0.43 3.90
C -0.41 -1.02 -3.12
C 1.54 1.10 4.83
C -2.38 -0.28 -2.27
Br -6.96 2.26 -1.98
C 5.57 -2.45 0.08
H -1.55 0.14 4.50
H -1.33 5.88 -1.40
Se -1.13 2.87 2.16
C -0.18 -4.28 2.39
C 1.77 -3.66 -4.61
C 4.98 -3.10 1.16
O -2.20 -0.25 0.72
C -4.47 0.86 -1.91
C 0.24 -2.28 -3.34
H -4.53 0.90 -3.00
H 2.42 1.68 5.08
H -2.20 -4.58 5.02
C -3.22 0.21 0.09
H -0.30 -5.30 2.02
C -3.35 0.25 -1.33
H 5.49 -3.94 1.62
C -2.44 4.77 0.07
H 2.61 3.40 0.23
H 0.34 -5.25 -2.02
N 1.67 0.04 4.07
C 1.51 -4.68 -3.74
C 1.13 -2.42 -4.44
H -2.06 -5.67 3.64
H 6.92 -2.71 -1.59
C -4.30 0.78 0.84
Sn -0.17 0.79 0.62
C 0.58 -4.45 -2.70
C 0.20 1.34 5.19
C -0.12 0.03 -3.97
H 3.42 0.14 -2.46
N 1.78 -1.26 1.54
C -2.62 3.57 -0.88
C -0.49 0.33 4.57
C 3.71 -0.88 0.13
C 2.82 2.46 -0.24
H -0.53 1.00 -3.73
N -1.26 -0.85 -2.03
H 3.36 -3.20 2.53
H 7.74 -2.40 -0.06
H 7.02 -3.98 -0.37
H -3.34 3.81 -1.66
N 3.23 0.38 -0.35
C 2.99 2.16 -1.61
C 0.74 -0.13 -5.06
H -0.21 2.15 5.76
C -5.38 1.37 0.25
H -3.65 6.47 0.67
H -2.69 -0.19 -3.32
H -1.46 6.68 0.18
H -3.36 3.90 1.79
C -0.81 -2.50 3.82
C 6.88 -2.91 -0.51
H 1.45 -3.88 1.08
H -3.02 2.73 -0.30
H -6.15 1.83 0.85
C 3.01 -1.60 1.13
H -1.41 -2.12 4.64
N -0.02 -3.31 -2.50
H -3.13 -4.27 3.56
C -5.46 1.42 -1.14
C -1.04 -3.80 3.38
H 2.48 -3.78 -5.42
H -4.19 0.76 1.92
C -2.38 4.29 1.53
C 1.00 -2.14 2.22
N 2.98 1.38 0.51
H 2.01 -1.46 -6.16
C 0.18 -1.70 3.29
H 5.40 -0.71 -1.16
C -2.17 -4.62 3.93
O -4.93 4.99 0.15
O 0.02 5.33 0.08
C 3.77 -2.68 1.68
C 0.81 -3.48 1.85
C 4.93 -1.31 -0.39
H 0.93 0.72 -5.71
Se -1.04 2.85 -1.82
H 0.15 4.45 -0.32
C 3.25 0.82 -1.63
C -1.28 5.72 -0.31
H 2.01 -5.64 -3.83
H -2.16 5.14 2.19
*
```

Output
Electronic energy, a.u.: -9785.419160
HOMO level, eV: -1.418
LUMO energy, eV: 3.96
Energy relative to the best compared isomer or geometry (same formula, charge and spin), kJ/mol: 136.5
Orbital gap, eV: 5.378